[1]
15
Properties=species:S:1:pos:R:3:nbo_charge:R:1 method="wB97M-V/def2-TZVPD" e_lumo_ha=0.149 de_lowest_kcal_mol=58.61 orbital_gap_ha=0.2819 charge=-1 smiles="CCC(=O)NC[O-]" spin_multiplicity=1
O 2.6836 1.6638 0.5662 -0.839
O -1.1929 0.6901 -1.9836 -0.712
N 0.8871 0.8834 -0.9006 -0.736
C -1.5745 -0.7568 0.8491 -0.617
C 1.8836 0.6939 0.5082 0.190
C -0.7024 -0.9482 -0.3721 -0.500
C -0.3383 0.3855 -1.1677 0.667
H -1.8187 -1.6353 1.5203 0.193
H -1.2946 -1.6033 -0.9198 0.198
H 0.3717 -1.3021 -0.1231 0.198
H -0.9602 -0.0627 1.4847 0.203
H 1.0070 0.5604 1.2829 0.074
H 2.3946 -0.1212 0.0414 0.106
H -2.4848 -0.1797 0.4974 0.206
H 1.1389 1.7320 -1.2833 0.369



[2]
20
Properties=species:S:1:pos:R:3:nbo_charge:R:1 method="wB97M-V/def2-TZVPD" e_lumo_ha=-0.250 de_lowest_kcal_mol=0.55 orbital_gap_ha=0.4611 charge=+2 spin_multiplicity=1
O -0.4606 -2.7300 0.3434 -1.005
N 1.8116 -1.1410 -0.3710 -0.680
N -1.6404 2.1905 -0.1103 -0.667
C 1.2664 0.2727 -0.5740 -0.217
C -1.1717 0.7698 0.1341 -0.221
C 0.2985 0.6873 0.5408 -0.470
H -1.8210 0.3867 0.9124 0.250
H 0.7435 0.1912 -1.5313 0.227
H -0.0690 -3.6142 0.3987 0.508
H 0.6264 1.6272 0.9860 0.256
H 2.1445 0.8881 -0.7415 0.256
H -2.6345 2.1948 -0.3598 0.468
H 0.3766 -0.0377 1.3501 0.267
H -1.3043 -2.7663 0.8267 0.514
H 2.5423 -1.3664 -1.0500 0.455
H -1.3658 0.1871 -0.7615 0.240
H 1.0565 -1.8252 -0.5156 0.471
H -1.5501 2.7346 0.7535 0.452
H -1.0497 2.6770 -0.7831 0.449
H 2.2008 -1.3265 0.5525 0.447



[3]
35
Properties=species:S:1:pos:R:3:nbo_charge:R:1 method="wB97M-V/def2-TZVPD" e_lumo_ha=-0.046 orbital_gap_ha=0.1642 spin_multiplicity=1
I 3.6889 3.0830 4.1870 0.088
K 0.4968 0.4506 0.4449 0.950
O 0.8890 1.1305 2.4942 -0.701
N 1.0693 0.7429 4.7105 -0.787
C 1.4524 2.9649 3.9059 -0.553
C 1.1052 1.5586 3.6328 0.652
C 0.5443 -0.5295 -1.9702 -0.208
C -1.1726 -1.4563 -0.8125 -0.157
C 0.1523 -1.6469 -1.2059 -0.152
C -1.6046 -0.1916 -1.3225 -0.175
C 1.9147 -0.2846 -2.5095 -0.621
C -2.0868 -2.4324 -0.1336 -0.623
C -3.0089 0.3150 -1.1879 -0.624
C 1.0425 -2.8023 -0.8636 -0.625
C -0.5463 0.3703 -2.0370 -0.094
C -0.5318 1.6709 -2.7837 -0.639
H -0.2095 1.5140 -3.8146 0.207
H 1.2312 3.6147 3.0677 0.254
H 1.8687 0.3374 -3.4015 0.210
H 2.3944 -1.2261 -2.7710 0.210
H -1.6168 -3.4092 -0.0321 0.203
H 1.0444 3.3485 4.8339 0.241
H -3.3670 0.2044 -0.1622 0.194
H -3.6909 -0.2501 -1.8286 0.199
H -2.3886 -2.0909 0.8617 0.186
H 0.1498 2.4041 -2.3326 0.179
H -1.5292 2.1019 -2.8173 0.207
H 1.4382 1.0343 5.5991 0.404
H 2.5701 0.2290 -1.7827 0.164
H 1.9488 -2.4738 -0.3376 0.182
H -2.9972 -2.5592 -0.7254 0.204
H 0.5241 -3.5168 -0.2267 0.205
H -3.0855 1.3646 -1.4675 0.200
H 0.9534 -0.2448 4.5573 0.414
H 1.3572 -3.3252 -1.7686 0.207



[4]
68
Properties=species:S:1:pos:R:3:nbo_charge:R:1 method="wB97M-V/def2-TZVPD" e_lumo_ha=0.003 orbital_gap_ha=0.3108 spin_multiplicity=1
S -1.7506 4.1262 -3.7213 1.259
S 0.1781 8.3429 -4.7111 1.267
S -1.1950 -0.0666 -3.3409 -0.549
S 5.3285 -4.7642 5.4557 1.250
P -2.0322 -0.0607 -1.6195 1.796
O -0.3833 4.3400 -4.2697 -0.993
O -1.3407 -2.3972 0.4387 -0.519
O 1.9150 -3.6953 1.5057 -0.568
O -2.8550 1.3279 -1.4179 -0.974
O -3.1699 -1.2234 -1.5304 -0.972
O -2.1942 -0.6769 1.7141 -0.563
O 4.6614 -3.8560 6.4242 -0.986
O -1.2975 8.4027 -4.5210 -0.997
O -0.7820 -2.9219 -1.8047 -0.693
N 0.7787 -3.4149 3.4398 -0.638
C 1.3951 -2.8869 2.2374 0.717
C 0.8168 10.0011 -4.4297 -0.832
C 1.4356 -1.3993 1.9319 -0.544
C -0.7753 -0.2329 -0.2607 -0.687
C -0.3161 -2.5385 -0.5444 0.352
C -1.6579 -3.2913 3.4724 -0.237
C -1.8464 -5.6320 2.0201 -0.214
C -0.6352 -5.1202 2.3860 -0.195
C -0.5179 -3.9534 3.0977 0.123
C 4.4168 -4.6576 3.9111 -0.836
C -2.9920 -4.9504 2.3691 -0.225
C 1.6266 -1.0629 0.4416 -0.375
C 0.4034 -1.1822 -0.4685 -0.280
C 4.8175 -6.4421 5.8543 -0.833
C -1.6576 4.3778 -1.9431 -0.828
C -1.5361 -1.0982 0.7996 0.800
C -2.6968 5.6138 -4.0658 -0.841
C 0.4870 8.3174 -6.4804 -0.831
C -2.8743 -3.7995 3.0974 -0.194
H 0.6255 -2.6225 4.0607 0.367
H 3.3545 -4.8277 4.0924 0.242
H -3.7953 1.1149 -1.5014 0.507
H -2.8403 5.6865 -5.1419 0.237
H 5.1890 -7.1256 5.0905 0.226
H 4.5593 -3.6629 3.4933 0.235
H 1.9415 -0.0145 0.3986 0.222
H 2.4293 -1.6398 -0.0202 0.244
H 3.7298 -6.4921 5.9112 0.232
H -2.1534 6.4893 -3.7143 0.262
H 0.7748 -0.9745 -1.4837 0.271
H -2.6614 4.3515 -1.5197 0.224
H -3.9754 -5.3022 2.0820 0.213
H 0.6836 10.2417 -3.3769 0.239
H -1.1813 5.3362 -1.7323 0.228
H -3.6692 5.5499 -3.5749 0.218
H 0.5894 -0.8378 2.3418 0.228
H -1.9332 -6.5541 1.4580 0.216
H -0.5518 0.7827 0.0706 0.278
H 4.7991 -5.3994 3.2093 0.229
H 2.3216 -1.0164 2.4586 0.255
H -1.6491 -2.3578 4.0250 0.217
H 5.2465 -6.7069 6.8186 0.239
H 1.8780 10.0267 -4.6777 0.227
H -1.5917 -3.4179 -1.6207 0.487
H 0.4644 -3.2786 -0.3291 0.195
H -3.6749 -1.1655 -0.7022 0.499
H 1.5588 8.3976 -6.6618 0.229
H -3.7824 -3.2678 3.3631 0.214
H 0.2675 10.7176 -5.0411 0.229
H 0.2761 -5.6394 2.1071 0.227
H -1.0638 3.5713 -1.5184 0.233
H 0.1218 7.3704 -6.8728 0.248
H -0.0417 9.1421 -6.9592 0.227



[5]
11
Properties=species:S:1:pos:R:3:nbo_charge:R:1 method="wB97M-V/def2-TZVPD" e_lumo_ha=0.028 de_lowest_kcal_mol=97.03 orbital_gap_ha=0.3895 smiles="C=NCC1=NN1" spin_multiplicity=1
N 0.8017 -1.3520 -0.1812 -0.379
N -0.0413 1.7309 0.4377 -0.213
N -1.5510 1.5934 -0.3473 -0.505
C -0.5061 -0.7796 0.0516 -0.331
C -0.5798 0.6900 0.0212 0.327
C 1.7953 -0.5672 -0.1971 -0.048
H -1.2299 -1.1483 -0.6830 0.233
H 1.7421 0.5212 -0.0547 0.168
H -2.3469 1.3993 0.2818 0.324
H -0.8667 -1.0982 1.0416 0.244
H 2.7826 -0.9895 -0.3706 0.179



[6]
24
Properties=species:S:1:pos:R:3:nbo_charge:R:1 method="wB97M-V/def2-TZVPD" e_lumo_ha=0.006 de_lowest_kcal_mol=107.01 orbital_gap_ha=0.2966 smiles="O=c1cc[nH]c(=O)[nH]1.c1ccccc1" spin_multiplicity=1
O 0.2278 -0.7148 -1.4365 -0.563
O -3.2659 -1.3458 1.2280 -0.594
N -1.7249 -0.9996 -0.4765 -0.638
N -3.0249 0.8045 0.3886 -0.631
C 3.1000 -0.4627 1.3514 -0.225
C 2.0573 -0.8526 -0.8282 -0.137
C 1.7531 0.5497 -0.9951 -0.212
C -0.7175 -0.1854 -0.9837 0.663
C 2.2028 1.3779 0.0362 -0.257
C -2.6745 -0.5448 0.5182 0.788
C 2.7864 -1.2907 0.3530 -0.242
C 2.7053 0.8569 1.2984 -0.219
C -1.9179 1.6956 0.0400 0.070
C -0.8596 1.2292 -0.6071 -0.387
H 2.8918 1.5585 2.0713 0.203
H 1.2848 0.8277 -1.9025 0.220
H -1.5782 -1.9710 -0.3992 0.421
H -2.1152 2.7846 0.2084 0.230
H -0.0923 1.8878 -0.9424 0.253
H -3.8422 0.9815 0.9000 0.425
H 3.5384 -0.9078 2.1500 0.202
H 1.9561 2.4237 0.3017 0.208
H 1.8276 -1.6482 -1.4574 0.217
H 3.0703 -2.3251 0.2562 0.205



[7]
54
Properties=species:S:1:pos:R:3:nbo_charge:R:1 method="wB97M-V/def2-TZVPD" e_lumo_ha=0.010 de_lowest_kcal_mol=24.87 orbital_gap_ha=0.3101 smiles="COc1ccc(C(=O)CSc2nc3ccccc3n2CC(=O)NC(C)(C)C)cc1" spin_multiplicity=1
S 0.4545 -1.5993 0.1572 0.252
O -0.4539 3.0408 2.5014 -0.624
O 6.6687 -1.7948 -1.7316 -0.484
O 0.6160 -2.6960 -3.3539 -0.522
N -1.7374 -0.9523 -1.2846 -0.492
N -0.8254 0.7717 -0.1767 -0.396
N -1.6895 1.1368 2.3863 -0.625
C -2.5177 2.5230 -0.8472 -0.266
C 7.4513 -1.3268 -2.8059 -0.254
C 2.5920 -2.4797 -2.0887 -0.219
C -2.4926 0.1690 -1.5222 0.089
C -2.6300 1.3747 3.4837 0.125
C -3.5741 0.1751 3.5282 -0.614
C 4.6335 -2.4679 -0.8152 -0.269
C -1.8534 1.4986 4.7960 -0.620
C 1.1482 -2.7158 -2.2667 0.560
C -0.7781 -0.5573 -0.4998 0.232
C 0.3169 -2.9788 -1.0217 -0.622
C 5.3454 -1.9948 -1.9237 0.325
C -3.4139 2.6582 3.2002 -0.624
C 3.2821 -2.7057 -0.8937 -0.141
C 3.3105 -2.0146 -3.1912 -0.128
C 4.6653 -1.7695 -3.1197 -0.277
C -0.7358 1.9863 1.9760 0.675
C -3.6433 0.3337 -2.2829 -0.195
C -4.2119 1.5903 -2.3103 -0.227
C -3.6635 2.6638 -1.6057 -0.214
C -1.9402 1.2655 -0.8211 0.158
C 0.0197 1.4975 0.7234 -0.309
H 0.4386 2.3782 0.2259 0.236
H 5.1820 -1.4061 -3.9938 0.216
H -4.1486 3.6271 -1.6550 0.215
H -3.9397 2.5771 2.2507 0.213
H -2.0949 3.3495 -0.2968 0.226
H -1.8165 0.2773 1.8750 0.405
H -4.0658 -0.4971 -2.8238 0.224
H -2.7317 3.5019 3.1517 0.237
H -4.2993 0.3018 4.3271 0.222
H 2.7699 -3.0736 -0.0184 0.209
H -1.1556 2.3284 4.7311 0.238
H -4.1139 0.0787 2.5877 0.214
H 0.8430 0.8486 1.0378 0.244
H 0.6525 -3.8730 -0.4978 0.244
H -1.2949 0.5861 4.9930 0.206
H -3.0194 -0.7431 3.7117 0.210
H -4.1383 2.8370 3.9897 0.209
H 8.4653 -1.2477 -2.4177 0.204
H -0.7358 -3.0562 -1.2941 0.290
H 7.1165 -0.3423 -3.1465 0.180
H -2.5376 1.6766 5.6207 0.208
H 7.4389 -2.0280 -3.6458 0.180
H 2.7743 -1.8442 -4.1129 0.236
H -5.1084 1.7526 -2.8900 0.214
H 5.1762 -2.6411 0.1005 0.227



[8]
33
Properties=species:S:1:pos:R:3:nbo_charge:R:1 method="wB97M-V/def2-TZVPD" e_lumo_ha=-0.134 de_lowest_kcal_mol=26.00 orbital_gap_ha=0.3201 charge=+1 spin_multiplicity=1
O 0.9525 -3.2841 0.8317 -0.943
O -0.0295 1.0600 3.3933 -0.927
O -1.6194 0.6349 -3.8973 -0.506
O 0.1818 2.2709 1.1826 -0.963
O -1.4588 -2.7510 -0.5908 -0.964
O 3.1480 1.6219 1.5472 -0.947
N 0.5728 -0.1392 0.5233 -0.478
C -2.3909 0.1077 -3.1156 0.418
C -1.2955 0.8465 -0.9057 -0.435
C 1.6409 -0.8016 0.6976 0.139
C 0.2323 0.5268 -0.6422 0.134
C 1.0761 1.1286 -1.5207 -0.321
C -2.0117 -0.3895 -1.7656 -0.506
H -0.9151 0.9054 3.0857 0.469
H 0.0741 -3.3086 0.7247 0.479
H -1.6285 1.6339 -1.4892 0.247
H 2.1466 1.0543 -1.2673 0.185
H 1.0662 2.6758 1.3760 0.507
H 0.8425 1.8864 -2.2686 0.254
H 1.7834 -1.3699 1.6919 0.269
H -1.1190 -3.4078 -1.1710 0.489
H 3.2399 1.6482 2.4227 0.468
H -3.0659 -0.5678 -1.2483 0.199
H -3.2852 -0.1705 -3.4296 0.116
H 2.3667 -0.9215 -0.1459 0.230
H 1.2543 -4.1140 0.4707 0.484
H -0.0698 0.1014 1.3866 0.481
H 4.0884 1.3902 1.2388 0.492
H -0.4675 2.7629 1.6684 0.475
H 0.2322 1.9226 3.2944 0.472
H -2.3414 -2.9468 -0.3129 0.496
H -1.3098 -1.1918 -1.6882 0.273
H -1.8904 1.1859 -0.0768 0.214